Record 1
Molecular formula: C36H48N9OSSr
Method: DFT, the ωB97M-V functional and the def2-TZVPD basis

The value obtained for the relative energy (zero: lowest compared OMol25 entry of this formula, charge and spin) is 72.7 kcal/mol. The net charge is +1. The LUMO energy is -3.629 eV. The value obtained for the electronic energy is -2397.2646 Ha. For the maximum force, the calculation gives 4.282 eV Å⁻¹.

Positions of all 96 atoms, in Å:
Sr -1.08 -0.97 -1.93
C -4.77 -2.43 1.10
C -3.73 -1.76 0.32
N -2.53 -2.26 0.08
C -1.97 -3.49 0.47
C -0.45 -3.59 0.30
N 0.23 -2.33 0.17
C 1.63 -2.35 -0.52
C 2.24 -0.95 -0.64
N 1.17 0.02 -0.84
C 1.62 1.35 -1.24
C 0.48 2.33 -1.19
N -0.82 1.69 -1.34
C -1.96 2.31 -1.37
C -2.13 3.83 -1.56
C -3.16 1.53 -1.13
C -4.45 2.09 -1.31
C -5.55 1.43 -0.86
C -5.36 0.12 -0.32
C -4.08 -0.39 -0.25
N -3.08 0.20 -0.91
H -4.52 -3.48 1.26
H -5.75 -2.33 0.57
H -4.82 -2.00 2.10
H -2.31 -4.46 -0.03
H -2.13 -3.70 1.56
H -0.19 -4.26 -0.49
H -0.06 -4.21 1.18
H 0.23 -1.60 0.88
H 1.51 -2.78 -1.56
H 2.24 -3.05 0.07
H 2.80 -0.87 -1.60
H 2.95 -0.74 0.20
H 0.69 0.15 0.12
H 1.99 1.41 -2.27
H 2.47 1.71 -0.63
H 0.66 3.05 -1.99
H 0.57 2.92 -0.22
H -1.32 4.35 -0.92
H -3.08 4.13 -1.08
H -2.08 4.17 -2.61
H -4.47 3.04 -1.84
H -6.48 1.89 -0.97
H -6.21 -0.44 0.05
C -5.24 0.16 -5.85
N -3.90 -0.44 -5.52
C -3.23 -1.46 -6.20
C -2.34 -1.98 -5.28
N -2.42 -1.28 -4.08
C -3.33 -0.34 -4.29
H -5.49 0.78 -4.97
H -5.99 -0.69 -6.00
H -5.11 0.79 -6.78
H -3.36 -1.62 -7.24
H -1.74 -2.86 -5.44
H -3.65 0.41 -3.61
C 1.32 4.21 6.15
C 0.36 3.11 5.62
C 0.98 1.75 5.54
N 2.10 1.65 4.55
C 1.86 1.25 3.27
S 0.33 0.99 2.64
N 2.93 1.34 2.38
C 4.18 0.63 2.67
O 4.48 -0.37 2.04
C 5.15 1.23 3.63
C 5.05 2.60 4.13
C 5.76 2.96 5.22
C 6.74 2.10 5.80
C 7.00 0.88 5.16
C 6.20 0.51 4.09
H 0.87 5.18 5.96
H 2.30 4.28 5.58
H 1.58 4.15 7.21
H 0.10 3.44 4.62
H -0.55 3.06 6.25
H 0.32 1.03 5.21
H 1.42 1.54 6.56
H 3.04 2.03 4.79
H 2.48 1.21 1.46
H 4.49 3.30 3.54
H 5.55 3.92 5.70
H 7.27 2.46 6.66
H 7.84 0.25 5.50
H 6.36 -0.61 3.84
C 1.70 -4.51 -5.26
C 2.19 -3.25 -5.20
C 1.70 -2.37 -4.23
C 0.69 -2.68 -3.33
C 0.08 -3.92 -3.50
C 0.48 -4.74 -4.51
H 2.11 -5.29 -5.88
H 2.99 -2.94 -5.85
H 2.25 -1.46 -4.09
H -0.73 -4.09 -2.82
H -0.09 -5.61 -4.65

Here are the Mulliken charges for atoms 1 to 5, given in e:
1. Sr 1.88
2. C -1.59
3. C 0.13
4. N 0.34
5. C -0.63

***

Record 2
Molecular formula: C36H49AsFIrN3S
Method: DFT, the ωB97M-V functional and the def2-TZVPD basis

The value obtained for the relative energy (zero: lowest compared OMol25 entry of this formula, charge and spin) is 73.2 kcal/mol. The net charge is +2. The LUMO energy (alpha / beta) is -8.004 / -7.845 eV. The value obtained for the electronic energy is -4402.9396 Ha. As for the expectation value of S²: 0.92. For the maximum force, the calculation gives 2.350 eV Å⁻¹. Its spin multiplicity is 2.

Positions of all 92 atoms, in Å:
Ir -0.20 0.26 0.08
C 2.82 0.94 4.58
C 1.94 1.34 3.39
C 2.23 2.81 3.03
C 0.46 1.09 3.70
C -0.13 1.83 4.71
C -1.47 1.68 5.02
C -2.22 0.73 4.35
C -1.68 -0.07 3.35
C -2.61 -1.17 2.81
C -3.45 -0.69 1.62
C -1.96 -2.51 2.50
C -0.33 0.16 3.00
N 0.30 -0.55 1.91
C 1.24 -1.47 2.14
C 1.55 -2.05 3.39
C 2.53 -3.01 3.49
C 3.22 -3.44 2.34
C 2.91 -2.91 1.09
C 1.93 -1.96 1.02
F 1.57 -1.42 -0.16
H 3.87 0.98 4.29
H 2.61 -0.07 4.92
H 2.68 1.63 5.42
H 2.23 0.75 2.53
H 1.85 3.49 3.80
H 1.79 3.09 2.07
H 3.30 2.96 2.95
H 0.46 2.54 5.28
H -1.92 2.27 5.81
H -3.26 0.57 4.64
H -3.32 -1.34 3.62
H -2.81 -0.49 0.76
H -4.01 0.22 1.85
H -4.16 -1.47 1.33
H -1.49 -2.52 1.51
H -2.72 -3.30 2.51
H -1.20 -2.78 3.24
H 0.99 -1.73 4.26
H 2.76 -3.44 4.45
H 3.98 -4.20 2.43
H 3.41 -3.23 0.18
C -4.61 4.57 1.54
C -3.44 3.76 1.06
C -2.23 3.75 1.73
C -1.21 2.93 1.30
N -1.33 2.12 0.24
C -2.47 2.19 -0.47
C -3.53 2.98 -0.10
H -4.43 4.96 2.54
H -5.52 3.96 1.56
H -4.80 5.41 0.87
H -2.08 4.38 2.60
H -0.26 2.91 1.82
H -2.51 1.59 -1.37
H -4.43 2.99 -0.70
C 2.77 -2.30 -5.66
As 3.94 -1.34 -4.46
C 4.78 0.02 -5.51
C 5.33 -2.56 -3.94
S 2.88 -0.58 -2.81
H 3.33 -2.70 -6.50
H 2.02 -1.61 -6.01
H 2.30 -3.12 -5.11
H 5.31 -0.43 -6.35
H 5.49 0.56 -4.88
H 4.03 0.71 -5.87
H 5.89 -2.89 -4.82
H 4.89 -3.42 -3.44
H 6.00 -2.05 -3.26
C -2.83 -2.22 -1.77
N -2.08 -2.10 -3.00
C -2.81 -2.23 -4.24
C -0.71 -1.67 -2.97
C -0.60 -0.14 -3.00
C -0.97 0.57 -4.13
C -0.67 1.92 -4.23
C 0.06 2.54 -3.22
C 0.42 1.82 -2.09
C 0.00 0.49 -1.92
H -3.32 -3.20 -1.74
H -3.62 -1.46 -1.73
H -2.18 -2.12 -0.91
H -3.37 -3.16 -4.23
H -2.13 -2.23 -5.09
H -3.53 -1.41 -4.34
H -0.17 -2.08 -3.82
H -0.24 -2.03 -2.06
H -1.46 0.07 -4.96
H -0.97 2.47 -5.11
H 0.36 3.58 -3.32
H 1.04 2.29 -1.35

Here are the Mulliken charges for atoms 1 to 5, given in e:
1. Ir 0.99
2. C -1.65
3. C 0.91
4. C -1.36
5. C 0.73

***

Record 3
Molecular formula: C36H49HfN5P2Si
Method: DFT, the ωB97M-V functional and the def2-TZVPD basis

The value obtained for the relative energy (zero: lowest compared OMol25 entry of this formula, charge and spin) is 0.0 kcal/mol. The net charge is +2. The LUMO energy is -8.186 eV. The value obtained for the electronic energy is -2694.4554 Ha. For the maximum force, the calculation gives 5.632 eV Å⁻¹.

Positions of all 94 atoms, in Å:
Hf 0.48 -0.77 2.08
C -1.76 2.07 2.06
C -2.03 0.79 1.69
C -1.34 -0.04 0.60
C -0.29 0.72 -0.30
C 1.08 0.72 0.40
C 1.36 1.77 1.31
C 0.60 3.02 1.47
C -0.97 3.06 1.29
C 0.88 -2.84 2.44
H -2.10 2.37 3.06
H -2.77 0.19 2.22
H -2.14 -0.49 -0.06
H -0.91 -1.15 0.93
H -0.17 0.22 -1.28
H -0.61 1.73 -0.62
H 1.89 0.18 -0.18
H 2.37 1.77 1.73
H 1.00 3.78 0.77
H 0.83 3.43 2.47
H -1.27 4.06 1.66
H -1.25 3.07 0.23
H 1.00 -3.05 3.51
H 1.84 -3.06 1.94
H 0.13 -3.56 2.08
P 1.89 -1.02 -2.37
P -2.10 -0.33 -2.40
N 3.27 -0.04 -2.90
N 2.48 -2.40 -3.50
N -2.23 1.25 -3.09
N -3.52 -0.96 -3.29
C 0.61 -0.25 -3.50
C -0.76 -0.99 -3.49
C 4.49 0.06 -2.19
C 5.42 0.71 -3.00
C 4.79 0.99 -4.25
C 3.49 0.53 -4.16
C 2.62 -3.74 -3.11
C 2.93 -4.52 -4.23
C 3.02 -3.62 -5.34
C 2.74 -2.34 -4.86
C -2.57 2.39 -2.32
C -2.17 3.52 -3.02
C -1.59 3.09 -4.27
C -1.70 1.70 -4.33
C -4.26 -0.44 -4.36
C -5.17 -1.40 -4.79
C -4.98 -2.57 -3.98
C -3.95 -2.29 -3.09
H 0.97 -0.27 -4.54
H 0.51 0.82 -3.23
H -1.15 -1.06 -4.52
H -0.66 -2.02 -3.08
H 4.56 -0.33 -1.17
H 6.44 0.95 -2.72
H 5.23 1.48 -5.10
H 2.71 0.55 -4.90
H 2.44 -4.03 -2.09
H 3.05 -5.59 -4.26
H 3.23 -3.88 -6.37
H 2.70 -1.42 -5.41
H -3.13 2.27 -1.38
H -2.30 4.54 -2.70
H -1.14 3.73 -5.03
H -1.49 0.98 -5.14
H -4.08 0.56 -4.72
H -5.89 -1.26 -5.58
H -5.53 -3.49 -4.04
H -3.47 -2.89 -2.33
C 3.16 0.49 4.16
Si 1.48 0.68 4.97
C 1.74 -0.01 6.68
C 0.97 2.49 5.04
N 0.18 -0.19 4.08
C -1.03 -0.50 4.78
C -1.87 -1.52 4.27
C -3.20 -1.58 4.69
C -3.65 -0.77 5.73
C -2.76 0.10 6.37
C -1.43 0.22 5.93
H 3.90 0.52 4.98
H 3.41 1.31 3.47
H 3.28 -0.46 3.63
H 2.71 0.33 7.06
H 0.98 0.30 7.41
H 1.76 -1.11 6.66
H 0.94 2.93 4.04
H -0.03 2.61 5.49
H 1.70 3.06 5.65
H -1.45 -2.28 3.59
H -3.85 -2.31 4.21
H -4.68 -0.84 6.06
H -3.10 0.70 7.22
H -0.74 0.89 6.47

Here are the Mulliken charges for atoms 1 to 5, given in e:
1. Hf 0.00
2. C -0.33
3. C -0.79
4. C 0.10
5. C 3.10

***

Record 4
Molecular formula: C36H49HgN6OP2
Method: DFT, the ωB97M-V functional and the def2-TZVPD basis

The value obtained for the relative energy (zero: lowest compared OMol25 entry of this formula, charge and spin) is 0.0 kcal/mol. The net charge is -2. The LUMO energy (alpha / beta) is 4.150 / 4.149 eV. The value obtained for the electronic energy is -2641.0934 Ha. As for the expectation value of S²: 0.78. For the maximum force, the calculation gives 0.243 eV Å⁻¹. Its spin multiplicity is 2.

Positions of all 95 atoms, in Å:
Hg 1.06 -0.37 -0.17
C -1.27 -3.48 4.49
P -1.26 -2.78 2.77
C -0.35 -1.24 3.17
C -3.01 -2.20 2.76
C -3.38 -0.87 2.58
C -4.72 -0.51 2.55
C -5.71 -1.47 2.70
C -5.35 -2.80 2.86
C -4.02 -3.15 2.88
H -1.86 -4.39 4.53
H -1.66 -2.77 5.23
H -0.24 -3.74 4.76
H -0.79 -0.72 4.03
H -0.30 -0.53 2.33
H 0.68 -1.51 3.41
H -2.62 -0.11 2.41
H -4.99 0.53 2.39
H -6.76 -1.18 2.66
H -6.12 -3.56 2.95
H -3.75 -4.20 2.97
C -2.71 3.39 2.22
N -2.78 3.25 0.78
C -3.46 4.34 0.12
P -1.59 2.39 -0.04
O -0.91 1.49 0.93
N -2.42 1.74 -1.30
C -1.69 1.15 -2.43
C -3.84 1.44 -1.31
N -0.50 3.39 -0.75
C 0.77 3.68 -0.11
C -0.75 4.19 -1.94
H -3.71 3.30 2.67
H -2.31 4.38 2.51
H -2.06 2.63 2.63
H -4.50 4.40 0.46
H -3.48 4.18 -0.96
H -2.98 5.31 0.32
H -0.61 1.30 -2.32
H -2.01 1.62 -3.37
H -1.88 0.08 -2.47
H -4.28 1.65 -0.34
H -3.99 0.38 -1.53
H -4.35 2.03 -2.08
H 0.96 2.96 0.69
H 0.78 4.70 0.31
H 1.58 3.58 -0.84
H -1.67 3.86 -2.43
H 0.07 4.08 -2.64
H -0.85 5.25 -1.69
N 1.34 4.54 -6.09
C 1.78 4.12 -5.10
N 2.35 3.76 -3.97
C 1.96 2.68 -3.34
N 1.69 1.77 -2.66
C 3.83 3.86 1.81
C 4.31 2.41 1.92
C 5.65 2.26 1.18
C 4.50 2.04 3.40
C 3.32 1.52 1.30
C 2.47 0.84 0.76
H 4.56 4.54 2.26
H 2.87 3.98 2.31
H 3.69 4.13 0.76
H 6.41 2.92 1.64
H 5.54 2.53 0.13
H 6.01 1.23 1.24
H 5.24 2.70 3.86
H 4.83 1.01 3.50
H 3.55 2.15 3.93
C -5.03 -3.40 -2.63
C -5.17 -2.62 -1.47
C -4.07 -2.06 -0.86
C -2.75 -2.23 -1.35
C -2.64 -3.01 -2.54
C -3.75 -3.56 -3.15
C -1.64 -1.59 -0.70
C -0.27 -1.79 -0.88
C 0.34 -3.02 -1.32
C 1.61 -3.06 -1.93
C 2.21 -4.25 -2.31
C 1.58 -5.48 -2.10
C 0.32 -5.46 -1.49
C -0.28 -4.28 -1.11
H -5.89 -3.85 -3.11
H -6.15 -2.46 -1.04
H -4.21 -1.47 0.04
H -1.66 -3.14 -2.99
H -3.61 -4.14 -4.06
H -1.94 -0.77 -0.05
H 2.13 -2.13 -2.13
H 3.19 -4.22 -2.78
H 2.05 -6.41 -2.40
H -0.19 -6.40 -1.30
H -1.25 -4.30 -0.62

Here are the Mulliken charges for atoms 1 to 5, given in e:
1. Hg 1.06
2. C -1.29
3. P 0.58
4. C -0.93
5. C 0.73

***

Record 5
Molecular formula: C36H49OSn
Method: DFT, the ωB97M-V functional and the def2-TZVPD basis

The net charge is -1. The LUMO energy is 2.219 eV. The value obtained for the electronic energy is -1690.6861 Ha. For the maximum force, the calculation gives 1.685 eV Å⁻¹.

Positions of all 87 atoms, in Å:
C -1.58 -5.41 1.87
C -0.27 -4.68 2.09
C -0.36 -3.61 3.18
C 0.95 -2.84 3.39
Sn 0.71 -0.73 3.15
C -0.65 0.07 4.61
C -2.00 -0.60 4.55
C -2.99 -0.04 5.57
C -3.37 1.41 5.29
C 2.63 0.24 3.35
C 3.71 -0.75 3.71
C 5.09 -0.11 3.94
C 6.17 -1.12 4.29
C -0.03 -0.49 1.17
C -0.18 0.97 0.95
C -1.47 1.63 1.30
C 0.83 1.69 0.48
H -1.52 -6.16 1.07
H -1.91 -5.92 2.78
H -2.38 -4.72 1.58
H 0.52 -5.40 2.37
H 0.07 -4.23 1.15
H -1.16 -2.91 2.91
H -0.68 -4.07 4.12
H 1.40 -3.04 4.37
H 1.69 -3.12 2.64
H -0.20 -0.05 5.60
H -0.73 1.14 4.42
H -2.42 -0.49 3.54
H -1.88 -1.69 4.69
H -3.90 -0.65 5.57
H -2.57 -0.15 6.58
H -4.21 1.75 5.90
H -2.54 2.10 5.48
H -3.65 1.54 4.24
H 2.85 0.75 2.41
H 2.53 1.02 4.12
H 3.42 -1.31 4.61
H 3.79 -1.51 2.92
H 5.37 0.46 3.04
H 5.01 0.65 4.73
H 7.15 -0.66 4.44
H 5.92 -1.66 5.20
H 6.28 -1.86 3.49
H 0.66 -0.94 0.46
H -0.99 -1.01 1.08
H -2.22 0.89 1.61
H -1.34 2.33 2.13
H -1.88 2.17 0.45
H 0.73 2.75 0.33
H 1.77 1.25 0.23
C -4.58 1.74 -8.68
O -4.48 0.67 -7.77
C -3.55 0.85 -6.77
C -3.19 -0.26 -5.97
C -2.21 -0.17 -5.02
C -1.53 1.04 -4.77
C -0.39 1.14 -3.89
C 0.11 2.35 -3.29
C 1.42 2.12 -2.79
C 2.16 3.15 -2.22
C 1.58 4.39 -2.10
C 0.27 4.62 -2.52
C -0.46 3.62 -3.12
C 1.73 0.73 -2.99
C 0.63 0.13 -3.64
C 0.72 -1.23 -3.98
C 1.84 -1.95 -3.63
C 2.91 -1.34 -2.96
C 2.86 0.00 -2.65
C -1.94 2.17 -5.52
C -2.91 2.08 -6.49
H -5.18 1.42 -9.54
H -5.07 2.58 -8.20
H -3.59 2.03 -9.04
H -3.70 -1.19 -6.15
H -1.98 -1.03 -4.43
H 3.16 2.96 -1.88
H 2.14 5.20 -1.66
H -0.17 5.59 -2.39
H -1.49 3.79 -3.40
H -0.06 -1.71 -4.54
H 1.92 -2.99 -3.88
H 3.77 -1.93 -2.69
H 3.68 0.48 -2.14
H -1.43 3.10 -5.39
H -3.19 2.95 -7.05

Here are the Mulliken charges for atoms 1 to 5, given in e:
1. C -1.34
2. C -0.57
3. C -0.22
4. C -1.19
5. Sn 0.81